{"formula": "C25H38F6MnO3P3S2", "method": "wB97M-V/def2-TZVPD", "de_lowest_kj_mol": 9.2, "max_force_ev_per_a": 1.4, "charge": -1, "orbital_gap_ev": [6.84, 7.25], "e_homo_ev": [-4.38, -4.80], "multiplicity": 6, "energy_ha": -4772.0421, "species": ["Mn", "C", "C", "C", "C", "C", "H", "H", "H", "H", "H", "C", "P", "C", "C", "C", "C", "C", "C", "C", "P", "C", "C", "H", "H", "H", "H", "H", "H", "H", "H", "H", "H", "H", "H", "H", "H", "H", "H", "C", "C", "C", "O", "P", "S", "S", "O", "C", "C", "C", "H", "H", "H", "H", "H", "H", "H", "H", "H", "H", "H", "H", "H", "H", "C", "C", "O", "C", "F", "F", "F", "C", "F", "F", "F", "H", "H", "H"], "positions_angstrom": [[-0.16483, 0.30300, -0.33971], [-1.20994, -1.16031, 2.00240], [-0.78492, -2.19680, 1.14950], [-1.34304, -1.97963, -0.12161], [-2.13388, -0.80058, -0.06141], [-2.03755, -0.29505, 1.26624], [-0.97392, -1.08714, 3.05579], [-0.15315, -3.02583, 1.44190], [-1.26486, -2.64624, -0.96856], [-2.86183, -0.49094, -0.79727], [-2.60122, 0.53652, 1.66381], [3.33864, 0.42104, -0.29258], [1.95978, -0.66205, 0.27125], [2.37247, -2.15720, -0.70526], [2.52191, -1.13452, 1.96232], [3.04370, -2.40144, 2.21652], [3.43152, -2.77309, 3.49357], [3.31924, -1.87692, 4.54209], [2.80191, -0.61269, 4.31187], [2.38078, -0.23354, 3.04195], [1.60254, 1.38853, 2.68560], [2.93019, 2.54023, 3.26321], [0.43786, 1.56733, 4.09789], [4.30935, -0.00929, -0.04551], [3.24072, 1.40721, 0.15993], [3.23592, 0.52287, -1.37497], [3.43756, -2.39140, -0.68040], [2.07097, -1.93829, -1.73158], [1.78549, -3.00628, -0.35585], [3.14671, -3.11370, 1.40768], [3.82214, -3.76774, 3.67013], [3.61913, -2.16769, 5.54184], [2.71460, 0.08321, 5.13859], [3.17306, 2.38754, 4.31624], [2.57271, 3.56112, 3.11537], [3.82452, 2.39364, 2.65666], [0.89808, 1.31145, 5.05322], [-0.42380, 0.92819, 3.91388], [0.09606, 2.60301, 4.11436], [-2.86090, 5.12825, 1.46116], [-1.67319, 5.91581, 0.92150], [-0.49525, 5.89703, 1.88985], [-1.21080, 5.50539, -0.37737], [-1.31237, 4.05744, -1.11188], [-3.08353, 3.72209, -1.85787], [-0.45372, 2.72059, 0.16386], [-0.34333, 4.34533, -2.36172], [0.94755, 4.97108, -2.46818], [0.79457, 6.48383, -2.55971], [1.94312, 4.56108, -1.39333], [-3.20666, 5.58379, 2.39109], [-2.57702, 4.09470, 1.65209], [-3.67337, 5.13218, 0.73587], [-1.98931, 6.95213, 0.76684], [-0.12012, 4.87607, 1.96485], [-0.80744, 6.24390, 2.87698], [0.30647, 6.54461, 1.52881], [1.31564, 4.60426, -3.43049], [0.44484, 6.89130, -1.61329], [0.06521, 6.73544, -3.33046], [1.75605, 6.93471, -2.81426], [1.62930, 4.92785, -0.41619], [2.92424, 4.97490, -1.63774], [2.01030, 3.47512, -1.34429], [-0.53350, 1.56065, -4.19259], [0.16024, 0.31926, -3.61675], [0.32673, 0.32422, -2.28692], [-0.66555, -0.93072, -4.02602], [-1.91082, -0.84955, -3.53097], [-0.78675, -1.08320, -5.36957], [-0.13278, -2.07868, -3.55609], [1.56535, 0.22453, -4.27937], [1.54460, 0.32232, -5.62974], [2.22284, -0.92076, -3.98727], [2.34688, 1.23282, -3.83500], [-1.48948, 1.69589, -3.69260], [-0.68694, 1.46566, -5.26752], [0.08129, 2.43406, -3.98361]], "mulliken_charge": [0.725, -0.092, -0.656, -0.309, -1.272, -1.165, 0.608, 0.541, 0.512, 0.649, 0.515, -1.037, 1.327, -1.429, 0.062, -0.729, -0.687, -0.888, -0.651, 0.099, 1.345, -1.414, -1.393, 0.380, 0.176, 0.352, 0.464, 0.083, 0.385, 0.329, 0.392, 0.378, 0.268, 0.402, 0.404, 0.373, 0.440, 0.231, 0.432, -1.339, 0.413, -0.791, -0.155, -0.007, -0.510, 0.022, -0.325, 0.742, -1.469, -0.981, 0.490, 0.192, 0.337, 0.266, -0.117, 0.489, 0.251, 0.288, 0.172, 0.366, 0.450, 0.161, 0.539, 0.024, -1.544, 0.918, -0.039, 0.400, -0.263, -0.296, -0.250, 0.374, -0.306, -0.263, -0.229, 0.415, 0.391, 0.030]}

***

{"formula": "C9H19AgB3NO5P", "method": "wB97M-V/def2-TZVPD", "max_force_ev_per_a": 4.0, "charge": 2, "orbital_gap_ev": [2.42, 2.46], "e_homo_ev": [-13.40, -13.55], "multiplicity": 2, "energy_ha": -1347.4993, "species": ["C", "C", "C", "O", "O", "C", "C", "C", "C", "C", "C", "B", "O", "B", "O", "B", "P", "N", "O", "H", "H", "H", "H", "H", "H", "H", "H", "H", "H", "H", "H", "H", "H", "H", "H", "H", "H", "H", "Ag"], "positions_angstrom": [[-3.23537, 2.01312, -0.58658], [-3.01132, 1.05365, -1.55956], [-2.49863, -0.31560, -1.17722], [-2.22966, -0.50476, -0.05788], [-2.41609, -1.20955, -2.13171], [-1.04286, -1.45500, -2.57345], [-0.27725, -2.45630, -1.68982], [0.82693, -1.80443, -0.81880], [0.92510, -2.43496, 0.56941], [1.72970, -1.52530, 1.55177], [0.72519, -0.64552, 2.34040], [1.24329, 0.80765, 2.66298], [0.62331, 1.63665, 3.59570], [0.12040, 2.68460, 2.85449], [0.94391, 3.30518, 1.90885], [1.69526, 2.38638, 1.22479], [1.89891, 2.33212, -0.70194], [2.94523, 3.39713, -1.23129], [2.31123, 1.40153, 1.97901], [-4.08345, 1.95121, 0.10036], [-2.57864, 2.88367, -0.51054], [-3.25277, 1.33473, -2.59125], [-1.10626, -1.87518, -3.57127], [-0.49562, -0.51938, -2.69550], [-0.93941, -3.05766, -1.01259], [0.20025, -3.16930, -2.35687], [0.64700, -0.72993, -0.76910], [1.76205, -1.98664, -1.34651], [1.41247, -3.40826, 0.50914], [-0.09884, -2.51454, 0.99800], [2.33717, -2.11855, 2.22490], [2.35574, -0.89689, 0.92326], [-0.13554, -0.48236, 1.66813], [0.32629, -1.14519, 3.22362], [-1.01436, 3.02477, 2.94961], [0.59148, 2.46345, -1.26558], [2.33697, 1.01034, -1.00130], [2.48628, 4.03066, -1.88350], [-2.02807, -3.46153, 0.24781]], "nbo_charge": [0.024, -0.103, 0.746, -0.510, -0.497, -0.089, -0.349, -0.420, -0.370, -0.385, -0.792, 1.178, -0.850, 0.984, -0.863, 0.850, 1.011, -1.165, -0.862, 0.281, 0.277, 0.308, 0.244, 0.206, 0.029, 0.266, 0.191, 0.254, 0.242, 0.108, 0.242, 0.223, 0.211, 0.265, -0.101, -0.087, -0.053, 0.383, 0.975]}

***

{"formula": "C3H11NOS", "method": "wB97M-V/def2-TZVPD", "de_lowest_kj_mol": 214.6, "max_force_ev_per_a": 4.5, "orbital_gap_ev": 9.67, "e_homo_ev": -9.14, "energy_ha": -649.0003, "smiles": "CCS.NCO", "species": ["C", "C", "S", "H", "H", "H", "H", "H", "H", "N", "C", "O", "H", "H", "H", "H", "H"], "positions_angstrom": [[-3.21173, -1.58246, -0.59426], [-2.08170, -1.08876, -1.46502], [-1.21813, -2.64836, -2.12431], [-2.67613, -1.77047, 0.30059], [-3.55354, -2.41654, -1.16000], [-3.94798, -0.74954, -0.34605], [-2.09654, -0.36272, -2.27675], [-1.39944, -0.39605, -0.93305], [-2.27331, -3.28142, -2.69034], [3.44817, 2.74487, 1.35322], [3.01595, 1.43010, 1.68050], [1.62564, 1.20706, 1.47308], [3.51161, 2.83082, 0.35478], [2.70425, 3.13597, 1.78145], [3.65832, 0.52160, 1.34116], [3.06195, 1.37949, 2.81102], [1.43261, 1.04641, 0.49398]], "nbo_charge": [-0.625, -0.486, -0.095, 0.223, 0.215, 0.212, 0.220, 0.216, 0.120, -0.822, 0.068, -0.742, 0.352, 0.363, 0.160, 0.161, 0.460]}

***

Repeat the third record exactly.
{"formula": "C3H11NOS", "method": "wB97M-V/def2-TZVPD", "de_lowest_kj_mol": 214.6, "max_force_ev_per_a": 4.5, "orbital_gap_ev": 9.67, "e_homo_ev": -9.14, "energy_ha": -649.0003, "smiles": "CCS.NCO", "species": ["C", "C", "S", "H", "H", "H", "H", "H", "H", "N", "C", "O", "H", "H", "H", "H", "H"], "positions_angstrom": [[-3.21173, -1.58246, -0.59426], [-2.08170, -1.08876, -1.46502], [-1.21813, -2.64836, -2.12431], [-2.67613, -1.77047, 0.30059], [-3.55354, -2.41654, -1.16000], [-3.94798, -0.74954, -0.34605], [-2.09654, -0.36272, -2.27675], [-1.39944, -0.39605, -0.93305], [-2.27331, -3.28142, -2.69034], [3.44817, 2.74487, 1.35322], [3.01595, 1.43010, 1.68050], [1.62564, 1.20706, 1.47308], [3.51161, 2.83082, 0.35478], [2.70425, 3.13597, 1.78145], [3.65832, 0.52160, 1.34116], [3.06195, 1.37949, 2.81102], [1.43261, 1.04641, 0.49398]], "nbo_charge": [-0.625, -0.486, -0.095, 0.223, 0.215, 0.212, 0.220, 0.216, 0.120, -0.822, 0.068, -0.742, 0.352, 0.363, 0.160, 0.161, 0.460]}